1.
124
Properties=species:S:1:pos:R:3 method="wB97M-V/def2-TZVPD" e_lumo_ev=-2.995 max_force_ha_per_bohr=0.140 total_energy_ev=-84382.352 total_charge=+1
C 4.438 -6.950 -1.410
C 5.188 -5.889 -2.222
C 6.425 -6.405 -2.986
C 7.262 -7.456 -2.267
C 8.086 -6.962 -1.056
C 8.868 -5.662 -1.295
C 8.131 -4.349 -0.968
C 7.277 -4.359 0.296
C 6.428 -3.068 0.369
C 5.076 -3.258 1.063
C 4.102 -2.130 0.647
C 3.115 -2.550 -0.462
C 1.701 -1.933 -0.251
P 0.437 -3.178 -0.693
C -1.174 -2.934 0.102
C -1.863 -4.303 0.361
C -2.968 -4.601 -0.663
C -3.518 -6.001 -0.415
C -4.818 -6.248 -1.194
N -5.967 -5.964 -0.324
B 0.119 -3.208 -2.636
O -0.304 -2.006 -3.150
N 0.297 -4.356 -3.429
C 0.555 -3.983 -4.846
C 1.374 -5.247 -2.921
H 3.380 -6.678 -1.371
H 4.788 -7.024 -0.381
H 4.482 -7.924 -1.894
H 5.449 -5.016 -1.621
H 4.489 -5.527 -2.982
H 6.053 -6.873 -3.903
H 7.016 -5.549 -3.311
H 6.651 -8.299 -1.943
H 7.988 -7.868 -2.972
H 7.471 -6.941 -0.156
H 8.829 -7.745 -0.886
H 9.834 -5.726 -0.794
H 9.101 -5.639 -2.364
H 7.571 -4.001 -1.837
H 8.904 -3.590 -0.812
H 6.549 -5.169 0.280
H 7.892 -4.412 1.195
H 6.987 -2.248 0.823
H 6.216 -2.764 -0.663
H 5.209 -3.180 2.142
H 4.626 -4.214 0.792
H 4.697 -1.301 0.256
H 3.547 -1.726 1.494
H 3.455 -2.248 -1.453
H 3.017 -3.639 -0.447
H 1.553 -1.687 0.798
H 1.551 -1.034 -0.847
H 0.947 -4.395 -0.241
H -1.003 -2.445 1.061
H -1.795 -2.291 -0.522
H -2.315 -4.316 1.350
H -1.113 -5.096 0.305
H -2.533 -4.545 -1.665
H -3.777 -3.884 -0.515
H -3.763 -6.123 0.642
H -2.782 -6.771 -0.658
H -4.874 -5.597 -2.068
H -4.856 -7.275 -1.572
H -6.174 -6.766 0.256
H -6.785 -5.772 -0.887
H 0.354 -1.301 -3.151
H -0.361 -3.593 -5.280
H 1.334 -3.224 -4.922
H 0.827 -4.873 -5.407
H 1.610 -5.986 -3.682
H 2.285 -4.710 -2.650
H 1.000 -5.800 -2.061
O -0.879 3.716 -0.773
P -1.857 3.177 0.184
O -3.086 2.511 -0.629
C -2.914 1.993 -1.947
C -2.211 0.651 -1.974
O -2.562 4.423 0.892
C -2.165 5.775 0.622
C -3.017 6.381 -0.469
O -1.931 2.320 1.533
C -1.716 0.911 1.514
C -0.269 0.558 1.225
H -2.388 2.712 -2.577
H -3.917 1.883 -2.359
H -1.231 0.713 -1.491
H -2.070 0.313 -3.001
H -2.798 -0.106 -1.448
H -1.106 5.828 0.374
H -2.306 6.327 1.551
H -2.955 5.802 -1.392
H -2.701 7.404 -0.675
H -4.064 6.399 -0.164
H -2.401 0.435 0.808
H -1.992 0.548 2.504
H 0.057 0.971 0.267
H -0.136 -0.520 1.200
H 0.384 0.971 1.995
O -6.526 10.546 2.851
P -5.240 9.817 2.993
O -4.300 10.999 3.653
C -4.832 11.959 4.560
C -5.062 11.400 5.949
O -4.721 9.744 1.459
C -5.583 10.035 0.358
C -5.458 11.485 -0.056
O -4.122 8.690 3.328
C -3.757 8.366 4.672
C -4.860 7.641 5.414
H -5.753 12.393 4.168
H -4.098 12.765 4.609
H -5.733 10.538 5.920
H -5.504 12.157 6.598
H -4.123 11.077 6.402
H -6.616 9.777 0.588
H -5.264 9.387 -0.461
H -5.698 12.152 0.772
H -6.128 11.705 -0.889
H -4.436 11.703 -0.367
H -3.435 9.264 5.199
H -2.882 7.720 4.591
H -5.774 8.242 5.447
H -4.553 7.420 6.436
H -5.105 6.703 4.915


2.
124
Properties=species:S:1:pos:R:3 method="wB97M-V/def2-TZVPD" e_lumo_ev=-1.122 max_force_ha_per_bohr=0.014 total_energy_ev=-63776.319 total_charge=0 smiles="COB(O)C1=CC(=O)OC1=O.CC(C)O.CC(C)O.CC(C)O.CC(C)O.CC(C)O.CC(C)O.CC(C)O.CC(C)O.CC(C)O"
C -3.430 1.933 5.038
O -4.387 1.132 5.754
B -4.758 -0.062 5.262
O -5.992 -0.586 5.612
C -3.768 -0.897 4.356
C -2.910 -1.805 4.824
C -2.125 -2.342 3.691
O -1.344 -3.240 3.647
O -2.443 -1.577 2.583
C -3.575 -0.845 2.890
O -4.252 -0.326 2.067
H -3.305 2.863 5.578
H -2.457 1.452 4.987
H -3.796 2.159 4.042
H -5.962 -1.028 6.470
H -2.792 -2.086 5.856
C -0.712 0.888 -0.041
C 0.594 0.485 0.627
C 1.185 -0.757 -0.015
O 0.389 0.282 2.030
H -1.452 0.090 0.065
H -1.124 1.786 0.425
H -0.566 1.083 -1.104
H 1.309 1.307 0.554
H 0.498 -1.602 0.092
H 2.121 -1.032 0.473
H 1.379 -0.607 -1.077
H -0.233 -0.444 2.134
C 2.998 1.137 -4.886
C 3.284 0.207 -3.719
C 4.414 -0.757 -4.040
O 2.094 -0.506 -3.377
H 2.688 0.543 -5.749
H 2.183 1.819 -4.643
H 3.874 1.726 -5.164
H 3.545 0.791 -2.834
H 4.147 -1.381 -4.897
H 4.602 -1.420 -3.196
H 5.338 -0.226 -4.273
H 1.836 -1.024 -4.150
C 9.299 0.282 -6.703
C 8.189 0.839 -5.825
C 8.413 2.309 -5.504
O 8.072 0.078 -4.624
H 10.261 0.352 -6.187
H 9.118 -0.770 -6.925
H 9.374 0.829 -7.643
H 7.231 0.721 -6.333
H 9.349 2.438 -4.954
H 7.606 2.691 -4.879
H 8.465 2.910 -6.413
H 8.902 0.154 -4.142
C -0.019 4.512 1.941
C 0.237 3.799 3.260
C 1.529 3.004 3.226
O -0.855 2.929 3.574
H -0.101 3.783 1.129
H -0.954 5.071 1.981
H 0.791 5.202 1.700
H 0.270 4.533 4.067
H 1.465 2.232 2.457
H 1.697 2.499 4.177
H 2.390 3.640 3.009
H -0.885 2.257 2.881
C 0.074 0.349 -8.337
C 0.828 -0.944 -8.075
C 0.297 -2.082 -8.932
O 0.750 -1.289 -6.690
H -0.983 0.221 -8.091
H 0.467 1.157 -7.718
H 0.148 0.645 -9.384
H 1.890 -0.798 -8.279
H -0.756 -2.264 -8.706
H 0.848 -3.001 -8.732
H 0.382 -1.849 -9.994
H -0.178 -1.428 -6.475
C 4.615 -0.877 5.730
C 3.307 -0.307 5.205
C 3.316 -0.159 3.690
O 3.003 0.947 5.815
H 5.444 -0.209 5.484
H 4.583 -0.979 6.815
H 4.821 -1.855 5.294
H 2.482 -0.959 5.499
H 4.121 0.510 3.369
H 2.377 0.261 3.337
H 3.463 -1.126 3.206
H 3.691 1.576 5.572
C -0.033 -1.628 7.518
C 0.284 -2.467 8.745
C 1.397 -3.465 8.467
O -0.888 -3.143 9.204
H -0.377 -2.271 6.701
H -0.827 -0.912 7.738
H 0.843 -1.077 7.173
H 0.580 -1.811 9.564
H 1.096 -4.158 7.676
H 1.613 -4.053 9.359
H 2.311 -2.961 8.152
H -1.169 -3.743 8.505
C -7.671 -1.478 2.388
C -8.632 -0.596 3.168
C -8.182 0.858 3.168
O -8.767 -1.067 4.507
H -6.681 -1.453 2.850
H -8.009 -2.515 2.386
H -7.572 -1.141 1.355
H -9.628 -0.666 2.727
H -7.205 0.950 3.648
H -8.884 1.474 3.730
H -8.106 1.251 2.153
H -7.898 -0.997 4.920
C -5.722 -0.204 -7.413
C -4.270 -0.629 -7.264
C -3.616 0.027 -6.057
O -3.537 -0.331 -8.454
H -5.786 0.877 -7.562
H -6.174 -0.686 -8.279
H -6.303 -0.462 -6.527
H -4.218 -1.714 -7.161
H -3.619 1.115 -6.168
H -2.577 -0.290 -5.960
H -4.141 -0.224 -5.135
H -3.562 0.624 -8.582


3.
120
Properties=species:S:1:pos:R:3 method="wB97M-V/def2-TZVPD" e_lumo_ev=0.310 max_force_ha_per_bohr=0.058 total_energy_ev=-55274.432 total_charge=0 de_lowest_kcal_mol=92.1 smiles=CC1(C)CCCC(C)(C)N1O.CC1(C)CCCC(C)(C)N1O.CC1(C)CCCC(C)(C)N1O.CO.CO.CO.CO.CO
C -0.333 3.646 1.493
C 0.288 4.733 2.311
C 1.139 5.687 1.513
C -0.828 5.490 2.924
C -1.540 4.760 4.115
C -0.548 4.276 5.131
C 0.554 3.391 4.589
C 1.626 3.227 5.685
C 0.047 2.022 4.212
N 1.163 4.126 3.392
O 2.420 3.695 2.941
H 0.447 2.904 1.323
H -1.124 3.046 1.942
H -0.679 3.952 0.505
H 0.433 6.113 0.801
H 1.660 6.542 1.942
H 1.946 5.216 0.952
H -0.390 6.399 3.337
H -1.606 5.674 2.184
H -2.192 5.486 4.601
H -2.221 3.944 3.874
H -1.126 3.679 5.836
H -0.032 5.038 5.716
H 2.357 2.462 5.422
H 1.153 2.988 6.637
H 2.076 4.186 5.942
H 0.365 1.259 4.923
H 0.439 1.685 3.253
H -1.038 1.943 4.139
H 2.234 2.850 2.526
C 0.286 -2.625 3.394
C -1.177 -3.168 3.672
C -1.141 -3.691 5.044
C -2.059 -1.753 3.632
C -3.516 -2.101 3.391
C -3.609 -2.955 2.121
C -2.985 -4.351 2.253
C -3.769 -5.264 3.185
C -3.107 -4.883 0.798
N -1.538 -4.227 2.657
O -0.892 -5.508 2.782
H 1.158 -3.105 3.838
H 0.557 -2.693 2.340
H 0.337 -1.541 3.500
H -0.595 -3.104 5.783
H -2.127 -3.712 5.508
H -0.652 -4.665 5.049
H -1.939 -1.150 4.532
H -1.704 -1.099 2.835
H -4.036 -2.521 4.252
H -4.108 -1.204 3.210
H -3.062 -2.437 1.332
H -4.646 -2.880 1.796
H -3.454 -6.307 3.134
H -4.835 -5.131 3.003
H -3.562 -4.988 4.219
H -4.180 -4.933 0.611
H -2.617 -5.854 0.731
H -2.657 -4.297 -0.004
H -0.511 -5.577 1.904
C 3.712 0.030 -7.422
C 2.900 -1.150 -6.740
C 1.695 -1.579 -7.586
C 3.866 -2.326 -6.715
C 3.356 -3.449 -5.825
C 3.155 -2.844 -4.413
C 2.055 -1.750 -4.383
C 0.668 -2.298 -4.617
C 2.175 -1.149 -2.940
N 2.443 -0.769 -5.383
O 1.651 0.370 -5.346
H 3.358 1.005 -7.086
H 4.769 -0.077 -7.177
H 3.696 0.000 -8.511
H 0.862 -0.876 -7.604
H 1.953 -1.711 -8.637
H 1.204 -2.471 -7.197
H 3.848 -2.734 -7.725
H 4.914 -2.224 -6.434
H 2.427 -3.904 -6.169
H 4.145 -4.201 -5.852
H 4.167 -2.496 -4.206
H 3.042 -3.599 -3.635
H 0.153 -2.528 -3.684
H 0.658 -3.123 -5.330
H 0.043 -1.611 -5.187
H 3.050 -0.498 -2.954
H 2.387 -1.907 -2.186
H 1.261 -0.657 -2.608
H 2.300 1.000 -5.024
C 3.565 0.628 1.450
O 3.004 0.864 0.149
H 3.691 1.614 1.897
H 2.781 0.054 1.944
H 4.569 0.207 1.389
H 3.720 1.190 -0.401
C -0.430 0.130 0.368
O 0.284 1.004 -0.440
H 0.116 -0.796 0.188
H -0.345 0.548 1.371
H -1.485 0.065 0.103
H 1.208 1.023 -0.177
C -3.590 2.003 -0.322
O -4.592 2.651 0.463
H -3.771 2.443 -1.303
H -2.610 2.254 0.084
H -3.785 0.937 -0.438
H -5.392 2.614 -0.067
C 0.534 3.545 -2.535
O -0.536 2.724 -3.090
H 1.275 2.984 -1.964
H 0.983 4.082 -3.371
H 0.163 4.164 -1.718
H -1.013 2.317 -2.363
C -2.134 -0.540 -2.801
O -3.558 -0.579 -2.826
H -1.851 0.495 -2.610
H -1.734 -1.137 -1.981
H -1.616 -0.800 -3.723
H -3.911 0.138 -3.358